C26H33FNOS2 as an isolated structure in a non-equilibrium geometry, computed with the ωB97M-V functional and the def2-TZVPD basis.

The energy above the lowest of the compared OMol25 structures with the same formula, charge and spin is 0.00 kcal/mol. The calculation puts the frontier orbital gap at 5.39 eV. The calculation puts the total energy at -2036.803109 Ha. As for the net charge: -1.

Structure (XYZ):
```
64
Properties=species:S:1:pos:R:3:forces:R:3:lowdin_charge:R:1
C 0.698702 0.472004 2.745366 -0.20 -0.31 0.19 -0.153
C 1.159994 0.946349 1.359684 -0.29 0.29 -0.11 -0.157
C -0.092096 0.961164 0.461849 0.16 0.01 -0.12 -0.184
N -1.221939 0.670967 1.352135 -0.75 -0.15 -0.38 -0.153
C -2.476266 0.766702 0.872800 -0.12 0.74 -0.86 -1.053
S -2.904999 1.171990 -0.670840 1.30 -0.18 -1.21 0.602
S -3.986595 0.786064 1.784336 -0.02 1.80 2.11 0.909
C -0.842497 0.453338 2.746951 0.05 0.08 0.47 -0.141
H 1.054497 -0.540386 2.944861 0.07 0.04 -0.02 0.102
H 1.075077 1.104872 3.549804 0.03 -0.02 -0.08 0.104
H 1.554379 1.966574 1.425096 0.09 -0.26 -0.06 0.104
H 1.926008 0.293451 0.934522 -0.01 0.18 0.13 0.103
H -0.241727 1.948212 -0.001563 -0.09 -0.30 0.06 0.100
H -0.038809 0.234891 -0.369755 -0.16 0.23 0.42 0.114
H -1.212094 -0.503207 3.138190 0.00 0.38 -0.31 0.087
H -1.275282 1.230321 3.389598 0.11 0.00 -0.21 0.121
C -9.713155 0.099347 -1.636234 0.00 -0.20 0.03 -0.067
C -9.115236 0.899043 -0.462155 0.37 -0.43 0.26 -0.543
C -8.313665 2.057968 -1.044071 0.04 0.11 -0.03 -0.085
C -10.285370 1.467057 0.355220 0.04 -0.09 0.13 -0.062
C -8.246567 -0.055895 0.414859 -0.28 -0.62 0.36 -0.080
C -6.891123 0.077095 0.707217 -0.06 0.14 -0.23 -0.026
C -6.149242 -0.910452 1.389003 0.20 0.67 0.40 -0.244
C -4.612491 -0.828654 1.508469 -0.52 -1.97 -0.26 -0.508
C -3.965963 -1.618008 2.652219 -0.29 0.17 -0.16 -0.266
C -4.542780 -1.583318 3.926201 0.76 -0.53 0.44 0.026
C -3.871234 -2.228825 4.967925 -0.76 0.10 -0.23 -0.239
F -4.510102 -2.329966 6.181694 0.59 0.24 -0.61 0.025
C -2.629376 -2.829047 4.813660 0.05 -0.05 -0.39 -0.030
C -2.046023 -2.808370 3.538228 -0.37 0.37 0.27 -0.098
C -2.709482 -2.191598 2.470860 0.13 -0.74 0.11 -0.085
C -6.848439 -1.982697 1.953155 0.19 -0.08 0.34 -0.036
C -8.213751 -2.122900 1.845822 -0.27 0.33 -0.41 -0.098
C -8.994782 -3.243871 2.560228 0.25 0.27 -0.50 -0.552
C -10.147639 -2.651685 3.378682 0.01 0.15 -0.01 -0.057
C -8.080403 -4.046386 3.483813 -0.04 -0.03 0.04 -0.081
C -9.579838 -4.179785 1.497882 -0.09 -0.08 -0.17 -0.063
C -8.933959 -1.236954 0.938742 0.10 -0.14 -0.06 -0.336
O -10.125906 -1.507101 0.609685 -0.34 0.18 0.35 -0.118
H -10.371768 -0.675464 -1.229355 0.26 0.17 -0.26 0.066
H -10.293886 0.755767 -2.294992 0.12 0.08 -0.01 0.071
H -8.909168 -0.374500 -2.214008 -0.15 0.07 0.00 0.086
H -7.928157 2.717659 -0.258398 0.11 -0.09 -0.09 0.079
H -7.487485 1.700064 -1.670997 -0.03 0.09 0.19 0.083
H -8.975951 2.659146 -1.682175 0.10 -0.06 0.09 0.073
H -9.915037 2.026885 1.220961 -0.07 0.00 -0.07 0.081
H -10.885071 2.135467 -0.272367 0.03 0.05 0.03 0.072
H -10.925755 0.650070 0.698611 0.15 0.12 0.03 0.073
H -6.366342 0.983875 0.410137 0.00 -0.15 -0.24 0.080
H -4.184919 -1.153750 0.545256 0.06 0.00 0.29 0.103
H -5.467253 -1.041491 4.092914 -0.01 -0.26 0.03 0.138
H -2.147028 -3.314469 5.656555 -0.10 0.07 -0.11 0.108
H -1.053190 -3.231978 3.397099 -0.22 -0.01 -0.01 0.102
H -2.229004 -2.153995 1.487679 -0.26 -0.06 0.28 0.122
H -6.302754 -2.720264 2.540448 -0.04 0.21 -0.19 0.087
H -10.852849 -2.141485 2.717515 0.15 -0.03 0.08 0.074
H -10.676439 -3.450830 3.907927 0.01 0.00 0.06 0.073
H -9.764181 -1.930769 4.108783 -0.07 -0.08 0.01 0.083
H -7.261591 -4.504253 2.913709 -0.10 0.05 0.21 0.080
H -7.666750 -3.406856 4.275538 0.05 -0.17 -0.13 0.083
H -8.650036 -4.854153 3.958712 0.04 0.09 -0.03 0.076
H -8.778400 -4.539335 0.843486 -0.09 -0.09 0.05 0.086
H -10.077303 -5.035852 1.963490 0.02 -0.09 0.04 0.071
H -10.299237 -3.623354 0.890812 0.19 -0.17 0.08 0.070
```
Positions in Å, forces in eV/Å.